Below is a molecular structure, C24H21Br4LuN2O3, with properties calculated with ωB97M-V with the def2-TZVPD basis set.

Structure (XYZ):
```
55
Properties=species:S:1:pos:R:3:forces:R:3:mulliken_charge:R:1
Lu 0.4883 -0.1861 0.0061 2.1694 -0.2498 -0.2835 1.07
Br -5.6936 0.8055 2.9990 -0.0316 -0.0011 0.0303 -0.17
C -4.2899 0.7311 1.7466 0.0238 0.0051 -0.0444 0.18
C -4.4923 1.1092 0.4244 0.0361 -0.0106 0.0208 0.27
Br -6.1881 1.6853 -0.1566 -0.0361 0.0103 -0.0037 -0.16
C -3.4259 1.0744 -0.4801 0.0054 0.0012 0.0335 -0.33
Br -3.6078 1.6197 -2.2726 -0.0140 0.0082 -0.0063 -0.11
C -2.1602 0.6531 -0.0871 -0.1402 0.2484 -0.2838 1.02
O -1.1084 0.6689 -0.9134 -1.0085 0.0907 0.1002 -0.99
C -1.9689 0.2263 1.2495 -0.0918 0.0504 0.3278 0.25
O -0.7381 -0.1780 1.6233 -0.9356 0.2112 0.3896 -0.91
C -3.0226 0.2963 2.1471 -0.0268 0.0252 0.0056 -0.02
Br -2.6391 -0.1750 3.9358 0.0020 0.0019 -0.0125 -0.14
N 2.2318 -0.9381 1.7431 -0.1607 -0.1389 -0.1380 -0.25
C 3.2273 -1.2662 0.7709 -0.0778 0.0257 -0.0070 0.71
C 4.3646 -0.4745 0.6472 -0.0031 -0.0139 -0.0092 -0.90
C 5.3040 -0.7582 -0.3294 0.0105 -0.0186 -0.0238 -0.65
C 5.1092 -1.8326 -1.1876 -0.0103 0.0263 0.0400 -0.74
C 3.9651 -2.6052 -1.0686 -0.0349 -0.0456 0.0010 -0.56
C 2.9967 -2.3365 -0.1033 0.0443 -0.0089 0.0064 0.34
C 1.7381 -3.1411 -0.0114 0.1757 -0.0716 0.0455 0.19
C 1.8116 -4.4790 0.3755 -0.0598 -0.0241 -0.1393 -0.48
C 0.6479 -5.2305 0.4591 -0.0109 0.0063 -0.0060 -0.67
C -0.5735 -4.6398 0.1606 0.0798 0.0137 0.0144 -0.61
C -0.6242 -3.2989 -0.2038 -0.0373 -0.0960 -0.0913 -0.40
C 0.5227 -2.5010 -0.3052 0.0818 -0.0674 0.1187 0.11
H 2.6039 -0.3897 2.5070 -0.0547 0.0693 -0.0457 0.27
H 1.7698 -1.7675 2.1062 0.0295 0.0062 0.0121 0.30
H 4.5130 0.3588 1.3244 -0.0018 0.0011 0.0062 0.34
H 6.1888 -0.1415 -0.4161 0.0030 -0.0015 -0.0050 0.38
H 5.8409 -2.0618 -1.9504 0.0061 0.0032 -0.0036 0.40
H 3.7933 -3.4360 -1.7421 0.0154 0.0027 -0.0075 0.48
H 2.7710 -4.9301 0.6045 0.0044 0.0015 0.0060 0.43
H 0.6942 -6.2696 0.7599 -0.0042 -0.0033 -0.0012 0.38
H -1.4851 -5.2208 0.2300 -0.0055 -0.0058 -0.0086 0.40
H -1.6008 -2.8696 -0.4145 0.0132 0.0180 0.0219 0.41
O 1.4164 1.8098 0.6208 0.0937 -0.1472 0.0066 -0.64
C 1.0470 2.6410 1.4874 -0.0644 0.0718 -0.1438 0.63
C 1.4109 4.0878 1.3090 0.0477 -0.0039 0.0726 -1.05
C 0.1881 4.9506 0.9614 -0.0008 -0.0173 -0.0889 -0.52
C -0.6985 5.3116 2.1493 0.0353 0.0393 0.0238 -0.74
C -1.3280 4.1248 2.8706 -0.0397 -0.0552 -0.0354 -0.40
C -0.3063 3.1792 3.4909 0.0273 -0.0478 0.0417 -0.95
N 0.3078 2.2739 2.5227 0.0613 0.0221 0.0104 0.12
H 2.1368 4.1159 0.4996 0.0069 0.0162 0.0046 0.31
H 1.8984 4.4652 2.2135 -0.0435 0.0115 0.0081 0.40
H -0.3983 4.4387 0.1917 -0.0120 -0.0042 0.0163 0.32
H 0.5542 5.8705 0.5027 -0.0114 0.0101 0.0152 0.36
H -1.4867 5.9839 1.8053 -0.0150 -0.0173 -0.0098 0.36
H -0.1017 5.8846 2.8689 -0.0077 -0.0078 0.0061 0.31
H -1.9610 3.5482 2.1875 -0.0092 0.0100 0.0030 0.25
H -1.9825 4.4905 3.6642 0.0195 0.0236 0.0146 0.34
H -0.7837 2.5355 4.2281 -0.0266 0.0151 -0.0086 0.43
H 0.4733 3.7417 4.0126 -0.0023 0.0083 -0.0095 0.40
H -0.0293 1.3071 2.4984 -0.0141 0.0030 0.0133 0.25
```
Positions in Å, forces in eV/Å.

## Properties
* molecular weight: 880.026 g/mol
* highest occupied orbital energy: -7.8 eV
* Kohn-Sham gap: 7.996 eV
* total charge: 0
* LUMO energy: 0.19 eV
* ΔE to the lowest compared entry with this formula, charge and spin: 22.9 kJ/mol